1.
Here is a structure of composition C12H16MnN4OSSe3Te from OMol25. Energies are from the ωB97M-V functional and the def2-TZVPD basis.

Last column: Löwdin spin population.
CARTESIAN COORDINATES (ANGSTROEM)
Te (-4.656, 1.280, -0.540)  0.0437
Se (-2.459, -1.746, -1.288)  0.0495
Se (-2.816, 2.559, -1.675)  0.0502
Se (-4.577, -0.861, -1.847)  0.0332
Mn (-1.416, 0.553, -1.117)  4.6720
S (-0.571, 0.862, 1.287)  0.0412
O (0.540, 0.857, -1.930)  0.0510
N (1.444, 2.877, -1.412)  0.0073
N (1.952, -1.306, 0.834)  0.0005
N (-0.241, -1.873, 1.429)  0.0045
N (-1.913, -1.112, 2.553)  0.0045
C (-2.915, -0.194, 3.074)  0.0008
C (0.578, 3.630, -2.306)  0.0009
C (0.861, -1.983, 0.531)  0.0023
C (0.732, -2.822, -0.567)  0.0013
C (2.375, 3.630, -0.595)  0.0007
C (-0.891, -0.732, 1.766)  0.0128
C (1.826, -2.962, -1.401)  0.0001
C (-1.926, -2.485, 2.691)  0.0030
C (-0.886, -2.964, 1.990)  0.0030
C (3.001, -1.463, 0.028)  0.0003
C (2.990, -2.274, -1.095)  0.0002
C (1.353, 1.560, -1.308)  0.0140
H (-0.043, 2.943, -2.871)  0.0004
H (2.066, 1.106, -0.613)  0.0007
H (3.874, -2.355, -1.713)  0.0000
H (-2.674, -2.992, 3.272)  0.0001
H (3.040, 4.218, -1.229)  0.0001
H (3.889, -0.906, 0.299)  0.0000
H (-3.413, 0.301, 2.242)  -0.0001
H (1.186, 4.221, -2.993)  0.0003
H (1.838, 4.303, 0.076)  0.0003
H (-0.066, 4.295, -1.730)  0.0002
H (1.766, -3.594, -2.277)  0.0000
H (2.969, 2.941, 0.001)  0.0001
H (-3.634, -0.773, 3.647)  0.0000
H (-2.439, 0.549, 3.710)  0.0005
H (-0.209, -3.319, -0.765)  -0.0001
H (-0.536, -3.968, 1.841)  0.0001

Its HOMO-LUMO gap (alpha / beta) is 6.96 / 7.11 eV. Its multiplicity is 6. Its expectation value of S² is 8.76. The LUMO energy (alpha / beta) comes out at 0.289 / 0.275 eV. As for the energy relative to the best compared isomer or geometry (same formula, charge and spin): 0.0 kcal/mol.


2.
Here is a cluster of 2 separate species, C12H16N2 in total from OMol25. Energies are from the ωB97M-V functional and the def2-TZVPD basis.

Last column: Löwdin charge in e.
CARTESIAN COORDINATES (ANGSTROEM)
N (1.041, -4.136, 0.726)  0.0997
N (1.593, -3.238, -1.201)  0.0550
C (-1.160, 2.193, -0.340)  -0.0531
C (0.559, 1.334, -1.752)  -0.1055
C (1.858, -4.203, -0.278)  -0.2090
C (-0.984, -2.803, 1.369)  -0.1977
C (-1.176, 4.617, 0.402)  -0.0553
C (-0.487, 1.083, -0.879)  -0.0831
C (0.444, -2.628, -0.775)  -0.0806
C (0.707, 3.607, -0.901)  -0.0482
C (-0.542, 3.434, -0.292)  -0.2876
C (-0.440, -2.147, 2.678)  -0.0914
C (1.196, 2.569, -1.690)  -0.0962
C (0.117, -3.147, 0.432)  -0.3249
H (2.715, -4.858, -0.285)  0.1140
H (-1.615, -3.655, 1.617)  0.1067
H (-0.777, 5.558, 0.030)  0.0724
H (0.222, -1.332, 2.388)  0.0721
H (-2.239, 4.711, 0.150)  0.0782
H (-0.015, -1.780, -1.251)  0.0940
H (0.303, -2.850, 3.067)  0.0643
H (-1.109, 0.200, -0.815)  0.0837
H (0.818, 0.723, -2.608)  0.0995
H (2.062, 2.743, -2.317)  0.0993
H (-2.190, 2.109, -0.013)  0.1127
H (-1.121, 4.450, 1.473)  0.0801
H (-1.280, -2.005, 3.324)  0.0573
H (1.930, -3.131, -2.141)  0.1435
H (-1.564, -2.010, 0.884)  0.0958
H (1.135, 4.590, -1.004)  0.1043

Its HOMO-LUMO gap is 9.39 eV. Its structure (SMILES) is CCc1c[nH]cn1.Cc1ccccc1. The LUMO energy comes out at 0.797 eV. As for the energy relative to the best compared isomer or geometry (same formula, charge and spin): 25.7 kcal/mol.


3.
Here is a cluster of 2 separate species, C12H16N2 in total from OMol25. Energies are from the ωB97M-V functional and the def2-TZVPD basis.

Last column: Löwdin charge in e.
CARTESIAN COORDINATES (ANGSTROEM)
N (-0.922, -2.732, 2.464)  0.0086
N (0.901, -3.109, 1.293)  0.0494
C (-1.023, 2.215, 0.252)  -0.1090
C (-0.095, 1.752, -2.321)  -0.0502
C (-1.875, 1.592, -0.735)  -0.0424
C (0.708, 2.410, -1.431)  -0.1101
C (0.179, 2.705, -0.122)  -0.1230
C (-0.284, -3.671, 1.553)  -0.1381
C (2.282, -0.548, 0.171)  -0.0885
C (1.069, -1.934, 2.025)  -0.3216
C (2.277, -1.106, 1.726)  -0.1871
C (-1.463, 1.456, -2.016)  -0.2935
C (-2.291, 0.957, -3.083)  -0.0498
C (-0.020, -1.696, 2.873)  -0.0023
H (3.083, -1.744, 1.783)  0.0575
H (-3.250, 0.652, -2.874)  0.0637
H (1.542, 2.820, -1.946)  0.0900
H (0.953, 3.047, 0.725)  0.1400
H (2.957, -1.377, -0.128)  0.0467
H (0.439, 1.539, -3.236)  0.1116
H (-2.314, 1.754, -3.811)  0.1041
H (1.268, -0.852, -0.299)  0.0722
H (-1.382, 2.356, 1.290)  0.1055
H (2.422, -0.225, 2.352)  0.0962
H (-1.826, -2.775, 2.930)  0.1234
H (-0.802, -4.563, 0.952)  0.1489
H (-2.892, 1.369, -0.365)  0.1165
H (-1.995, 0.083, -3.395)  0.0361
H (2.536, 0.617, -0.133)  0.1038
H (-0.180, -0.992, 3.506)  0.0414

Its HOMO-LUMO gap is 9.26 eV. Its structure (SMILES) is CCc1c[nH]cn1.Cc1ccccc1. The LUMO energy comes out at 0.829 eV. As for the energy relative to the best compared isomer or geometry (same formula, charge and spin): 92.2 kcal/mol.


4.
Here is a cluster of 2 separate species, C12H16N2O in total from OMol25. Energies are from the ωB97M-V functional and the def2-TZVPD basis.

Last column: Löwdin charge in e.
CARTESIAN COORDINATES (ANGSTROEM)
O (-1.699, 2.088, -2.879)  0.0388
N (0.735, 0.513, 1.986)  0.1106
N (0.853, 2.517, 1.156)  0.0477
C (-1.579, -0.301, -2.512)  -0.0247
C (-1.363, -1.311, -1.593)  -0.0554
C (-1.499, -2.213, 0.740)  -0.0629
C (2.174, -1.544, 0.061)  -0.0781
C (-2.003, 1.218, -0.707)  -0.0274
C (2.802, -0.560, 1.084)  -0.1837
C (-1.854, 0.996, -2.062)  -0.3253
C (1.981, 1.870, 0.783)  -0.0761
C (0.141, 1.661, 1.976)  -0.1958
C (-1.597, -1.082, -0.241)  -0.2999
C (1.932, 0.622, 1.345)  -0.3167
C (-2.103, 0.148, 0.181)  -0.0427
H (1.167, -1.234, -0.148)  0.0413
H (2.822, 2.398, 0.363)  0.1158
H (-1.365, 1.796, -3.728)  0.0935
H (2.699, -1.601, -0.895)  0.0674
H (-2.224, 0.335, 1.233)  0.1009
H (-2.507, -2.558, 1.020)  0.0847
H (-0.958, -2.262, -1.912)  0.1131
H (2.268, -2.556, 0.446)  0.0660
H (-0.783, 2.010, 2.364)  0.1087
H (3.004, -1.122, 1.991)  0.1020
H (-1.521, -0.404, -3.592)  0.1109
H (-1.118, -1.902, 1.680)  0.0544
H (0.828, 3.523, 1.133)  0.1438
H (-1.944, 2.231, -0.327)  0.1117
H (-1.019, -3.117, 0.371)  0.0760
H (3.730, -0.158, 0.682)  0.1014

Its HOMO-LUMO gap is 8.92 eV. Its structure (SMILES) is CCc1c[nH]cn1.Cc1ccc(O)cc1. The LUMO energy comes out at 0.782 eV. As for the energy relative to the best compared isomer or geometry (same formula, charge and spin): 34.9 kcal/mol.